44
Properties=species:S:1:pos:R:3 method="wB97M-V/def2-TZVPD" orbital_gap_ev=9.3 fmax_ev_per_a=1.05 de_lowest_kcal_mol=24.58 e_tot_ev=-52361.5859 mol_weight_g_mol=382.9 smiles="O=C(NCc1ccc(Cl)cc1)[C@@H]1CCCN(S(=O)(=O)c2cnc[nH]2)C1" e_homo_ha=-0.3247 lumo_ev=0.44
O 0.2143 0.4044 0.2929
C 0.3756 -0.7890 0.1353
N -0.4370 -1.7118 0.6904
C -1.5754 -1.3479 1.5218
C -1.1679 -0.4054 2.6249
C -1.8470 0.7899 2.8141
C -1.4766 1.6580 3.8248
C -0.4135 1.3277 4.6491
Cl 0.0579 2.4094 5.9133
C 0.2788 0.1409 4.4734
C -0.1053 -0.7204 3.4626
C 1.5192 -1.3994 -0.6758
C 2.7613 -0.4973 -0.6684
C 2.5436 0.7648 -1.5013
C 2.1421 0.3806 -2.9229
N 0.9939 -0.4882 -2.9197
S -0.4551 -0.0304 -3.5467
O -0.2057 1.0809 -4.4180
O -1.1053 -1.2063 -4.0410
C -1.4386 0.5694 -2.2068
C -2.4874 0.0296 -1.5131
N -2.9026 0.9014 -0.5614
C -2.1298 1.9494 -0.6720
N -1.2302 1.8036 -1.6646
C 1.0919 -1.6811 -2.1320
H -0.2905 -2.6872 0.4907
H -1.9784 -2.2699 1.9476
H -2.3467 -0.8668 0.9132
H -2.6628 1.0452 2.1553
H -2.0036 2.5878 3.9713
H 1.1065 -0.1036 5.1207
H 0.4343 -1.6459 3.3216
H 1.7801 -2.3595 -0.2169
H 3.6038 -1.0619 -1.0764
H 2.9988 -0.2217 0.3605
H 1.7579 1.3573 -1.0342
H 3.4600 1.3557 -1.5270
H 2.9740 -0.1418 -3.4151
H 1.8761 1.2493 -3.5249
H -2.9578 -0.9213 -1.6587
H -2.1930 2.8204 -0.0522
H -0.5191 2.4489 -1.9666
H 1.8405 -2.3451 -2.5868
H 0.1187 -2.1727 -2.1812

=====

49
Properties=species:S:1:pos:R:3 method="wB97M-V/def2-TZVPD" orbital_gap_ev="6.2 / 6.2" total_charge=+1 fmax_ev_per_a=0.61 e_tot_ev=-53905.1493 mol_weight_g_mol=645.5 e_homo_ha="-0.3815 / -0.3815" lumo_ev="-4.14 / -4.14"
Pt -0.7934 -1.7154 0.8216
O 1.7860 -3.7139 -1.8412
C 1.0419 -3.1983 -0.8904
O -0.1329 -2.9061 -1.0246
C 1.7459 -3.0113 0.4058
C 3.0575 -3.3515 0.6715
C 3.5693 -3.0602 1.9260
C 2.7622 -2.4460 2.8714
C 1.4581 -2.1329 2.5355
N 0.9811 -2.4138 1.3184
C 0.4403 -1.4532 3.3978
O 0.7564 -0.9966 4.5862
O -0.7074 -1.3302 2.9946
H 1.2641 -3.8111 -2.6545
H 3.6623 -3.8223 -0.0898
H 4.5936 -3.3079 2.1665
H 3.1595 -2.2221 3.8524
H 1.7032 -1.0430 4.7757
O 2.0589 -0.1907 0.3370
S 1.1422 0.9322 0.2784
O 1.1112 1.8050 1.4259
N -0.2931 0.3001 -0.0508
C -1.4509 1.0557 -0.1684
C -1.5453 2.3976 -0.4718
C -2.7969 3.0228 -0.6414
C -3.9667 2.3328 -0.5173
C -3.9233 0.9636 -0.1791
C -5.0829 0.1795 -0.0036
C -4.9803 -1.1344 0.3591
C -3.7090 -1.6781 0.5677
N -2.6075 -0.9723 0.4009
C -2.6714 0.3427 0.0117
C 1.5976 1.9050 -1.1237
C 2.1887 3.1430 -0.9240
C 2.5659 3.8917 -2.0293
C 2.3422 3.4047 -3.3099
C 1.7410 2.1661 -3.4952
C 1.3651 1.4070 -2.3983
H -0.6527 2.9938 -0.5898
H -2.8143 4.0777 -0.8820
H -4.9262 2.8124 -0.6576
H -6.0517 0.6392 -0.1556
H -5.8495 -1.7586 0.5040
H -3.5805 -2.7044 0.8851
H 2.3383 3.5089 0.0827
H 3.0297 4.8587 -1.8873
H 2.6325 3.9948 -4.1692
H 1.5590 1.7931 -4.4943
H 0.8824 0.4463 -2.5267

=====

50
Properties=species:S:1:pos:R:3 method="wB97M-V/def2-TZVPD" orbital_gap_ev=6.7 fmax_ev_per_a=7.16 e_tot_ev=-57441.0254 mol_weight_g_mol=444.4 smiles="OOCc1cc(P(O)(O)=S)c2nccnc2c1.O=C1CCCO1.O=C1CCCO1" e_homo_ha=-0.3093 lumo_ev=-1.69
O 7.1927 -4.3494 -1.3869
O 6.7765 -3.1143 -1.6334
C 6.1619 -2.6651 -0.3747
C 5.2218 -1.3269 -0.4976
C 3.7237 -1.3719 -1.2057
C 2.8165 0.0170 -1.2460
P 1.0512 -0.1352 -2.0373
O 0.5561 -1.8217 -2.2174
O -0.1435 0.6085 -0.9531
S 0.9122 0.6969 -3.7920
C 3.3661 1.4594 -0.6211
N 2.4363 2.6353 -0.7225
C 3.0305 3.8574 -0.0811
C 4.5131 3.9012 0.5861
N 5.4618 2.7407 0.6902
C 4.8353 1.5220 0.0734
C 5.7327 0.1167 0.1221
H 7.4232 -4.4471 -0.4090
H 5.4440 -3.5475 -0.0124
H 6.9841 -2.4829 0.4698
H 3.3206 -2.3792 -1.6639
H 0.9948 -2.3066 -1.4529
H 0.0930 0.3176 -0.0043
H 2.3861 4.8491 -0.0817
H 4.8746 4.9361 1.0465
H 6.7956 0.1082 0.6415
O -0.2648 0.1067 1.9156
C -1.3676 -0.2415 2.3039
C -2.6738 0.1796 1.7018
C -3.6571 -0.2047 2.7783
C -2.9799 -1.3757 3.4409
O -1.5817 -1.1127 3.3331
H -2.8401 -0.3832 0.7790
H -2.6905 1.2547 1.5085
H -4.6532 -0.4433 2.3961
H -3.7580 0.6196 3.4947
H -3.1973 -2.3224 2.9351
H -3.2582 -1.4650 4.4950
O -6.1460 1.3419 1.3064
C -5.8544 0.9604 0.1849
C -6.5447 1.3724 -1.0800
C -6.0569 0.3348 -2.0592
C -4.7002 -0.0236 -1.5116
O -4.8145 0.1217 -0.0969
H -6.2157 2.3783 -1.3553
H -7.6306 1.3373 -0.9660
H -6.0240 0.6897 -3.0927
H -6.7150 -0.5420 -2.0232
H -3.9158 0.6513 -1.8699
H -4.4208 -1.0528 -1.7552

=====

13
Properties=species:S:1:pos:R:3 method="wB97M-V/def2-TZVPD" orbital_gap_ev=9.7 fmax_ev_per_a=4.11 de_lowest_kcal_mol=30.77 e_tot_ev=-6323.8337 mol_weight_g_mol=72.1 smiles="C/C=C(/C)O" e_homo_ha=-0.3272 lumo_ev=0.83
C 0.8203 -0.0198 1.7254
C -0.1104 0.5283 0.7000
C -0.0646 -0.1156 -0.4638
C -0.9226 0.4312 -1.6703
O 0.7272 -1.1450 -0.8869
H 0.3461 -0.5174 2.5930
H 1.4020 0.7237 2.2850
H 1.4556 -0.8747 1.4680
H -0.7312 1.3875 0.8158
H -0.2742 0.4334 -2.5404
H -1.1994 1.4102 -1.2698
H -1.7905 -0.2076 -1.8426
H 0.3417 -2.0340 -0.9134

=====

56
Properties=species:S:1:pos:R:3 method="wB97M-V/def2-TZVPD" orbital_gap_ev=5.6 total_charge=-2 fmax_ev_per_a=4.53 de_lowest_kcal_mol=0.00 e_tot_ev=-135479.3014 mol_weight_g_mol=646.3 e_homo_ha=-0.0431 lumo_ev=4.45
C 3.5141 -2.3000 -5.6410
C 2.2325 -2.5577 -4.8806
O 2.1841 -1.6010 -3.7843
C 1.3225 -1.8583 -2.7571
C 1.6194 -0.8937 -1.6547
F 1.1070 -1.2925 -0.4863
S 3.4477 -0.5227 -1.5757
C 3.8729 0.3654 -0.0884
C 4.0239 1.7523 -0.1668
C 4.3779 2.4767 0.9700
C 4.5703 1.8048 2.1825
C 4.3934 0.4190 2.2626
C 4.0374 -0.3098 1.1216
O 4.0382 -1.8390 -1.5147
O 3.7433 0.4248 -2.6299
O 0.5009 -2.7477 -2.6852
H 3.5374 -2.8939 -6.5581
H 3.6241 -1.2454 -5.9084
H 4.3840 -2.5887 -5.0409
H 1.3496 -2.3883 -5.5105
H 2.2147 -3.5768 -4.4740
H 3.8353 2.2539 -1.1162
H 4.4682 3.5624 0.8868
H 4.8167 2.3698 3.0781
H 4.5009 -0.1088 3.2147
H 3.8536 -1.3854 1.1583
O -7.3063 -2.6302 -1.3185
C -6.3258 -2.1913 -0.9026
Co -4.9116 -1.4373 -0.2192
C -4.0325 -2.8761 -0.8236
O -3.4851 -3.8506 -1.1082
C -4.2816 0.0040 -1.1459
O -3.8446 0.9026 -1.7304
C -3.6062 -1.4761 1.2677
C -2.7448 -0.4035 1.5112
C -1.4230 -0.0706 1.3958
C -0.8488 1.1301 1.9738
C 0.5663 1.3022 2.0542
C 1.1142 2.4501 2.5916
C 0.3067 3.5197 2.9985
C -1.0790 3.3541 2.9972
C -1.6374 2.1719 2.5206
Co -4.5062 0.0285 1.6767
C -6.1699 -0.4268 0.8545
O -7.3207 -0.2156 0.9599
C -4.5954 1.7183 1.1651
O -4.5999 2.8029 0.7539
C -5.0109 0.2050 3.3913
O -5.2216 0.1679 4.5235
H -3.5507 -2.4594 1.7728
H -0.7330 -0.7317 0.8546
H 1.2064 0.4946 1.6833
H 2.1955 2.5318 2.6910
H 0.7479 4.4486 3.3408
H -1.7473 4.1420 3.3415
H -2.7252 2.0756 2.5270

=====

96
Properties=species:S:1:pos:R:3 method="wB97M-V/def2-TZVPD" orbital_gap_ev=9.8 fmax_ev_per_a=0.92 de_lowest_kcal_mol=0.00 e_tot_ev=-109830.4788 mol_weight_g_mol=840.8 e_homo_ha=-0.3655 lumo_ev=-0.15
C 6.9718 -0.2847 0.3042
Si 6.1618 0.2460 -1.2849
C 6.8922 -0.6613 -2.7499
C 6.4064 2.0867 -1.5394
O 4.5542 -0.1737 -1.1089
C 3.6372 -0.0994 -2.1806
C 3.1025 1.3217 -2.3958
O 1.8216 1.2067 -3.0644
S 0.4838 1.4742 -2.2189
O -0.5422 0.8307 -3.0164
O 0.7648 0.3834 -0.9461
S 0.8335 1.1435 0.5497
H 6.6908 -1.3065 0.5816
H 8.0621 -0.2305 0.2106
H 6.6682 0.3823 1.1206
H 6.7381 -0.1435 -3.7032
H 7.9774 -0.7186 -2.5844
H 6.5237 -1.6883 -2.8493
H 6.6260 2.3229 -2.5878
H 7.2688 2.4099 -0.9417
H 5.5515 2.6904 -1.2223
H 2.7746 -0.7289 -1.9457
H 4.0872 -0.4922 -3.1031
H 3.0082 1.8266 -1.4265
H 3.7310 1.9411 -3.0397
H 2.1480 0.9430 0.7622
C -1.9733 -0.9376 -5.1192
N -2.8258 -2.1383 -5.3117
O -2.4391 -3.2007 -4.8815
O -3.8932 -1.9748 -5.8801
H -1.0849 -1.2255 -4.5741
H -1.7339 -0.5280 -6.0960
H -2.5582 -0.2159 -4.5619
C -1.3682 -2.1836 1.4910
N -0.7322 -2.8533 2.6540
O -1.0635 -2.5300 3.7742
O 0.0973 -3.7046 2.4019
H -2.0631 -1.4366 1.8495
H -0.5709 -1.7453 0.8998
H -1.8738 -2.9540 0.9169
C 1.2162 -3.5113 -1.5062
N 0.3027 -2.5642 -2.2049
O -0.6532 -2.1527 -1.5820
O 0.5931 -2.2578 -3.3410
H 0.8339 -3.6805 -0.5054
H 1.2383 -4.4236 -2.0951
H 2.2014 -3.0521 -1.4919
C -0.8161 -1.5950 6.7247
N -0.4388 -0.5030 7.6572
O 0.7317 -0.2259 7.7935
O -1.3467 0.0686 8.2340
H 0.0839 -2.0161 6.2942
H -1.3679 -2.3195 7.3158
H -1.4551 -1.1636 5.9601
C 2.2708 5.3484 1.8500
N 3.3309 4.6530 1.0718
O 4.4851 4.9336 1.2952
O 2.9564 3.8382 0.2506
H 2.7486 6.0331 2.5397
H 1.6348 5.8600 1.1339
H 1.7008 4.5841 2.3702
C -0.3837 2.9801 8.0724
N -0.0103 4.3564 7.6490
O 0.2250 4.5435 6.4725
O 0.0446 5.2056 8.5112
H -0.3779 2.3418 7.1995
H 0.3436 2.6536 8.8090
H -1.3693 3.0404 8.5232
C -3.5193 -1.8684 10.8740
N -3.5136 -2.6142 9.5869
O -4.5716 -2.8679 9.0632
O -2.4229 -2.9065 9.1398
H -4.5491 -1.6715 11.1462
H -3.0126 -2.4902 11.6059
H -2.9548 -0.9553 10.7065
C -1.5378 1.4350 -9.7769
N -1.0594 0.9244 -8.4634
O -1.5866 1.3563 -7.4603
O -0.1739 0.0985 -8.4835
H -2.3249 2.1557 -9.5924
H -0.6825 1.8797 -10.2769
H -1.8923 0.5772 -10.3405
C -4.1975 -0.2780 -2.5703
N -4.6303 -1.0028 -1.3494
O -5.2410 -2.0412 -1.4859
O -4.3599 -0.4935 -0.2829
H -4.5019 -0.8513 -3.4367
H -4.6794 0.6952 -2.5540
H -3.1165 -0.1679 -2.5027
C -6.8519 -1.6238 -4.7198
N -7.2239 -0.1980 -4.9458
O -8.3275 0.0445 -5.3755
O -6.3770 0.6371 -4.6929
H -7.6953 -2.2403 -5.0059
H -5.9704 -1.8247 -5.3246
H -6.6092 -1.7365 -3.6660